No. 1
DFT (ωB97M-V/def2-TZVPD) results for a molecular structure, C25H30N3O9Pr.

Positions of all 68 atoms, in Å:
O1 1.23590 0.51721 -0.99517
C1 0.72791 1.46422 -2.00980
C2 1.91940 1.24932 -2.92040
H1 0.68452 2.45976 -1.56239
H2 -0.23221 1.14397 -2.42582
C3 2.48431 0.41787 -1.74782
H3 2.47123 2.16163 -3.08804
H4 1.66483 0.71103 -3.84646
C4 3.54434 1.18363 -0.97736
H5 3.16582 2.19029 -0.76461
H6 4.47158 1.25243 -1.55648
H7 3.74234 0.71160 -0.00826
C5 2.85314 -0.96280 -2.19082
H8 2.08187 -1.34554 -2.85641
H9 2.97260 -1.65380 -1.36048
H10 3.80564 -0.91645 -2.72960
Pr1 -0.70545 -0.37209 0.89291
C6 -1.02550 -3.22831 -0.59886
C7 -2.23907 -2.53021 -0.82589
C8 -2.00082 -1.51612 -1.80034
H11 -3.20793 -2.77533 -0.41129
C9 -0.64110 -1.61609 -2.19639
C10 -0.03575 -2.66802 -1.44470
H12 0.99130 -3.01667 -1.54652
H13 -0.90111 -4.09196 0.05443
H14 -2.75402 -0.84697 -2.22162
H15 -0.17359 -1.05690 -3.00346
C11 0.40774 -2.06428 2.94827
C12 1.03284 -2.58454 1.78906
C13 1.84485 -1.56073 1.22188
H16 1.00205 -3.61726 1.45151
C14 1.73080 -0.39681 2.03257
C15 0.82930 -0.70587 3.10747
H17 0.64205 -0.07442 3.96956
H18 -0.13917 -2.65269 3.68260
H19 2.54941 -1.71086 0.41412
H20 2.27784 0.53549 1.90535
O2 1.87323 4.06093 -2.70687
C16 3.10635 4.20585 -3.45056
C17 3.14748 5.56810 -4.17279
H21 3.20374 3.42322 -4.22583
H22 3.94851 4.09126 -2.74141
C18 1.73722 6.18675 -3.90947
H23 3.35582 5.41980 -5.24395
H24 3.95599 6.17525 -3.73570
C19 1.08934 5.26093 -2.85978
H25 1.14479 6.18558 -4.83650
H26 1.80952 7.21510 -3.54164
H27 0.05936 4.98472 -3.15526
H28 1.07277 5.76301 -1.87456
O3 -3.50863 -3.66746 7.08887
N1 -4.15220 -3.88428 6.04234
O4 -4.94312 -4.84337 5.91894
C20 -3.97126 -3.00045 4.91775
C21 -3.13269 -1.88271 5.03139
C22 -2.85163 -1.12896 3.88680
C23 -3.25636 -1.65137 2.60574
O5 -2.55916 -1.43903 1.54110
C24 -4.33603 -2.57737 2.57520
C25 -4.62710 -3.31287 3.71816
N2 -5.12137 -2.76916 1.37278
O6 -5.88486 -3.75574 1.34306
O7 -5.04175 -1.94424 0.44049
N3 -1.97370 0.01073 3.97531
O8 -1.53246 0.35577 5.07496
O9 -1.64779 0.65928 2.88485
H29 -2.68729 -1.62050 5.98422
H30 -5.35462 -4.12245 3.67161

Values from the calculation:
2S+1 = 3
Kohn-Sham gap (alpha / beta) = 0.1704 / 0.1712 Ha

The net atomic charges from Mulliken, expressed in e, are: number 1, O, carries 0.071; number 2, C, carries -0.599; number 3, C, carries 0.522; number 4, H, carries 0.228; number 5, H, carries 0.357; number 6, C, carries 1.294; number 7, H, carries -0.808; number 8, H, carries 0.425; number 9, C, carries -1.608; number 10, H, carries 0.362; number 11, H, carries 0.378; number 12, H, carries 0.270; number 13, C, carries -1.556; number 14, H, carries 0.316; number 15, H, carries 0.190; number 16, H, carries 0.453; number 17, Pr, carries 1.245; number 18, C, carries -0.922; number 19, C, carries -0.102; number 20, C, carries -1.530; number 21, H, carries 0.595; number 22, C, carries -0.185; number 23, C, carries -0.504; number 24, H, carries 0.350; number 25, H, carries 0.494; number 26, H, carries 0.440; number 27, H, carries 0.793; number 28, C, carries -0.313; number 29, C, carries -1.078; number 30, C, carries -0.122; number 31, H, carries 0.539; number 32, C, carries -0.854; number 33, C, carries -0.907; number 34, H, carries 0.502; number 35, H, carries 0.587; number 36, H, carries 0.765; number 37, H, carries 0.532; number 38, O, carries -0.200; number 39, C, carries -0.488; number 40, C, carries -0.562; number 41, H, carries 0.278; number 42, H, carries 0.286; number 43, C, carries -0.545; number 44, H, carries 0.286; number 45, H, carries 0.253; number 46, C, carries -0.524; number 47, H, carries 0.252; number 48, H, carries 0.291; number 49, H, carries 0.251; number 50, H, carries 0.314; number 51, O, carries -0.601; number 52, N, carries 0.987; number 53, O, carries -0.594; number 54, C, carries -0.504; number 55, C, carries -0.264; number 56, C, carries -0.511; number 57, C, carries 1.059; number 58, O, carries -0.180; number 59, C, carries -0.719; number 60, C, carries -0.061; number 61, N, carries 0.994; number 62, O, carries -0.631; number 63, O, carries -0.530; number 64, N, carries 1.010; number 65, O, carries -0.559; number 66, O, carries -0.645; number 67, H, carries 0.604; number 68, H, carries 0.630

No. 2
DFT (ωB97M-V/def2-TZVPD) results for a single C25H30N4O5S molecule.

Positions of all 65 atoms, in Å:
C1 -4.76109 1.72487 -3.61165
C2 -3.43126 2.45598 -3.45118
N1 -2.39970 1.59101 -2.90599
C3 -1.32879 1.15921 -3.77240
C4 -1.76211 0.05246 -4.73061
C5 -2.40265 1.38974 -1.57741
O1 -3.24042 1.85051 -0.82362
C6 -1.35047 0.46139 -1.01485
C7 -1.51837 -0.87182 -1.05396
C8 -0.66655 -1.86554 -0.44575
C9 0.64786 -1.77954 -0.06977
N2 1.09000 -2.97464 0.46643
S1 2.52343 -3.07272 1.35805
O2 2.93790 -4.43163 1.38571
O3 3.38002 -2.06686 0.83005
N3 2.09464 -2.62320 2.89438
C10 1.32802 -3.59371 3.63689
C11 1.65896 -1.25475 3.02019
C12 0.03228 -3.86234 0.45189
C13 -0.02376 -5.18375 0.86775
C14 -1.22783 -5.84346 0.72053
C15 -2.34367 -5.20801 0.17330
C16 -2.28492 -3.89796 -0.25168
C17 -1.08250 -3.20918 -0.11873
N4 -0.35073 1.07675 -0.27981
C18 0.04002 2.37973 -0.44298
O4 -0.35300 3.06605 -1.36503
C19 1.03021 2.84672 0.55881
C20 1.12025 2.32550 1.85006
C21 2.06566 2.80289 2.72881
C22 2.95200 3.81402 2.34506
O5 3.84872 4.19862 3.28534
C23 4.76366 5.22279 2.97152
C24 2.85292 4.35142 1.06392
C25 1.89580 3.87191 0.19155
H1 -5.10195 1.37818 -2.64011
H2 -4.66121 0.86929 -4.27521
H3 -5.50673 2.40114 -4.02144
H4 -3.08447 2.84220 -4.41098
H5 -3.56616 3.29136 -2.75776
H6 -0.50445 0.80358 -3.15185
H7 -0.97049 2.02489 -4.33951
H8 -0.91458 -0.26396 -5.33298
H9 -2.54621 0.40203 -5.39711
H10 -2.13113 -0.80504 -4.17365
H11 -2.39234 -1.25306 -1.55996
H12 1.38093 -1.00857 -0.20324
H13 0.26396 -3.57246 3.37192
H14 1.74009 -4.57307 3.41155
H15 1.43626 -3.39262 4.70264
H16 0.61110 -1.12997 2.71609
H17 2.30455 -0.64671 2.39124
H18 1.76703 -0.93879 4.05761
H19 0.84986 -5.66956 1.27066
H20 -1.30821 -6.87399 1.03161
H21 -3.26701 -5.75948 0.07719
H22 -3.15011 -3.41517 -0.67961
H23 0.10118 0.51403 0.42737
H24 0.42628 1.57163 2.19288
H25 2.14042 2.41417 3.73204
H26 5.40917 4.94095 2.13398
H27 4.25075 6.16098 2.73840
H28 5.37133 5.35724 3.86477
H29 3.51130 5.14137 0.73962
H30 1.80629 4.28696 -0.80095

Values from the calculation:
Kohn-Sham gap = 0.3055 Ha

The net atomic charges from Mulliken, expressed in e, are: number 1, C, carries -1.137; number 2, C, carries -0.782; number 3, N, carries 0.527; number 4, C, carries -0.708; number 5, C, carries -1.215; number 6, C, carries -0.006; number 7, O, carries -0.681; number 8, C, carries -0.017; number 9, C, carries -0.299; number 10, C, carries 0.909; number 11, C, carries -1.168; number 12, N, carries 0.078; number 13, S, carries 1.056; number 14, O, carries -0.640; number 15, O, carries -0.669; number 16, N, carries 0.029; number 17, C, carries -0.927; number 18, C, carries -0.983; number 19, C, carries -0.524; number 20, C, carries -0.408; number 21, C, carries -0.691; number 22, C, carries -0.746; number 23, C, carries -0.367; number 24, C, carries 0.339; number 25, N, carries 0.293; number 26, C, carries 0.472; number 27, O, carries -0.636; number 28, C, carries -0.314; number 29, C, carries -0.328; number 30, C, carries -0.816; number 31, C, carries 0.958; number 32, O, carries -0.448; number 33, C, carries -0.872; number 34, C, carries -0.431; number 35, C, carries -0.817; number 36, H, carries 0.292; number 37, H, carries 0.272; number 38, H, carries 0.404; number 39, H, carries 0.429; number 40, H, carries 0.373; number 41, H, carries 0.275; number 42, H, carries 0.595; number 43, H, carries 0.410; number 44, H, carries 0.327; number 45, H, carries 0.236; number 46, H, carries 0.404; number 47, H, carries 1.138; number 48, H, carries 0.334; number 49, H, carries 0.320; number 50, H, carries 0.361; number 51, H, carries 0.246; number 52, H, carries 0.377; number 53, H, carries 0.467; number 54, H, carries 0.525; number 55, H, carries 0.415; number 56, H, carries 0.404; number 57, H, carries 0.466; number 58, H, carries -0.053; number 59, H, carries 0.705; number 60, H, carries 0.444; number 61, H, carries 0.347; number 62, H, carries 0.357; number 63, H, carries 0.242; number 64, H, carries 0.411; number 65, H, carries 0.443

| no. | largest force on an atom (eV/Å) |
| --- | --- |
| 1 | 3.7 |
| 2 | 1.1 |